[1]
23 unconnected molecules or ions with the total composition C14H74N10O23 at a distorted geometry, computed with the ωB97M-V functional and the def2-TZVPD basis.

Last columns: bonded neighbours and bond lengths (Å).
Element x y z (Å)
1 O -3.447 3.991 -3.817  H2 0.977, H3 0.964
2 H -4.059 3.261 -3.600  O1 0.977
3 H -3.104 4.155 -2.931  O1 0.964
4 O -4.804 1.067 -4.103  H5 0.972, H6 0.984
5 H -5.648 1.004 -4.582  O4 0.972
6 H -4.089 0.925 -4.764  O4 0.984
7 O -2.958 -1.441 2.960  H8 0.985, H9 0.987
8 H -2.420 -0.647 2.735  O7 0.985
9 H -3.563 -1.610 2.198  O7 0.987
10 O -2.671 -4.007 -0.843  H11 0.984, H12 0.990
11 H -2.531 -4.206 -1.796  O10 0.984
12 H -2.255 -4.782 -0.390  O10 0.990
13 O -1.079 1.349 0.049  H14 0.957, H15 0.942
14 H -0.270 1.645 -0.368  O13 0.957
15 H -1.657 1.013 -0.615  O13 0.942
16 O -4.318 -1.808 -0.057  H17 0.956, H18 0.982
17 H -5.233 -1.596 0.121  O16 0.956
18 H -4.232 -2.708 -0.441  O16 0.982
19 O -2.858 0.030 -1.916  H20 0.985, H21 0.983
20 H -3.192 -0.638 -1.275  O19 0.985
21 H -3.680 0.322 -2.369  O19 0.983
22 O 2.820 -0.003 -5.946  H23 0.975, H24 0.932
23 H 2.375 0.812 -5.650  O22 0.975
24 H 3.324 0.201 -6.703  O22 0.932
25 O -1.080 -2.032 0.046  H26 0.978, H27 0.983
26 H -1.803 -2.620 -0.252  O25 0.978
27 H -1.482 -1.412 0.694  O25 0.983
28 O 1.109 -0.869 2.850  H29 0.951, H30 0.968
29 H 1.694 -0.119 2.867  O28 0.951
30 H 1.407 -1.259 2.016  O28 0.968
31 O -0.707 -1.287 -3.355  H32 0.971, H33 0.965
32 H -0.826 -2.029 -2.740  O31 0.971
33 H -1.247 -0.593 -2.957  O31 0.965
34 O -0.595 -4.302 -3.636  H35 0.987, H36 0.945
35 H -0.748 -4.267 -4.611  O34 0.987
36 H 0.342 -4.343 -3.518  O34 0.945
37 O 4.034 2.261 -3.909  H38 0.984, H39 0.986
38 H 3.152 2.086 -4.310  O37 0.984
39 H 3.951 3.240 -3.985  O37 0.986
40 O -1.288 0.565 2.692  H41 1.014, H42 0.991
41 H -1.264 0.827 1.713  O40 1.014
42 H -0.473 0.037 2.890  O40 0.991
43 O 2.060 -0.974 -3.447  H44 0.962, H45 0.964
44 H 2.119 -0.534 -4.300  O43 0.962
45 H 1.118 -1.169 -3.385  O43 0.964
46 C 2.766 -4.068 -0.903  O47 1.197, N48 1.351, N49 1.369
47 O 3.660 -4.621 -0.331  C46 1.197
48 N 2.895 -3.913 -2.239  C46 1.351, H50 1.021, H51 0.996
49 N 1.717 -3.658 -0.124  C46 1.369, H52 0.983, H53 0.996
50 H 3.791 -4.262 -2.580  N48 1.021
51 H 2.541 -3.168 -2.798  N48 0.996
52 H 1.002 -3.103 -0.509  N49 0.983
53 H 2.005 -3.761 0.824  N49 0.996
54 C 2.403 0.718 -0.719  O55 1.227, N56 1.436, N57 1.345
55 O 1.564 1.614 -0.744  C54 1.227
56 N 2.083 -0.483 0.000  C54 1.436, H58 1.022, H59 1.021
57 N 3.584 0.710 -1.360  C54 1.345, H60 0.996, H61 1.026
58 H 1.074 -0.588 0.125  N56 1.022
59 H 2.485 -1.314 -0.438  N56 1.021
60 H 4.278 0.039 -1.113  N57 0.996
61 H 3.930 1.488 -1.932  N57 1.026
62 C 1.585 2.732 3.616  O63 1.234, N64 1.433, N65 1.326
63 O 2.390 3.433 4.234  C62 1.234
64 N 1.852 2.154 2.333  C62 1.433, H66 1.038, H67 1.051
65 N 0.443 2.433 4.221  C62 1.326, H68 0.994, H69 0.966
66 H 2.568 2.790 1.934  N64 1.038
67 H 1.011 2.182 1.703  N64 1.051
68 H 0.445 2.705 5.177  N65 0.994
69 H -0.322 1.948 3.885  N65 0.966
70 C -5.767 0.702 1.976  O71 1.220, N72 1.383, N73 1.399
71 O -6.851 1.227 1.785  C70 1.220
72 N -5.638 -0.435 2.753  C70 1.383, H74 1.003, H75 1.007
73 N -4.604 1.256 1.432  C70 1.399, H76 1.008, H77 1.027
74 H -4.775 -0.708 3.185  N72 1.003
75 H -6.519 -0.616 3.207  N72 1.007
76 H -3.809 1.151 2.043  N73 1.008
77 H -4.868 2.229 1.237  N73 1.027
78 C 0.506 2.904 -4.622  O79 1.213, N80 1.443, N81 1.381
79 O 1.374 2.101 -4.888  C78 1.213
80 N 0.013 3.854 -5.590  C78 1.443, H82 1.024, H83 1.007
81 N -0.089 3.122 -3.395  C78 1.381, H84 1.014, H85 1.013
82 H -0.905 4.294 -5.471  N80 1.024
83 H 0.258 3.578 -6.526  N80 1.007
84 H -0.878 3.754 -3.316  N81 1.014
85 H 0.322 2.807 -2.524  N81 1.013
86 C -2.043 -6.192 3.617  C87 1.531, H90 1.074, H91 1.100, H92 1.067
87 C -1.752 -5.086 2.598  C86 1.531, C88 1.502, O89 1.459, H93 1.084
88 C -0.293 -4.747 2.693  C87 1.502, H94 1.115, H95 1.111, H96 1.088
89 O -2.089 -5.516 1.244  C87 1.459, H97 0.961
90 H -1.354 -7.017 3.610  C86 1.074
91 H -3.049 -6.617 3.484  C86 1.100
92 H -2.047 -5.679 4.553  C86 1.067
93 H -2.409 -4.239 2.755  C87 1.084
94 H 0.126 -3.983 1.996  C88 1.115
95 H 0.335 -5.656 2.803  C88 1.111
96 H -0.140 -4.342 3.690  C88 1.088
97 H -2.005 -6.462 1.096  O89 0.961
98 C 5.293 -0.944 1.631  C99 1.522, H102 1.092, H103 1.093, H104 1.098
99 C 5.908 0.428 1.395  C98 1.522, C100 1.507, O101 1.481, H105 1.115
100 C 6.194 1.111 2.707  C99 1.507, H106 1.066, H107 1.089, H108 1.084
101 O 7.268 0.250 0.838  C99 1.481, H109 1.012
102 H 4.236 -0.758 1.829  C98 1.092
103 H 5.845 -1.409 2.453  C98 1.093
104 H 5.337 -1.682 0.820  C98 1.098
105 H 5.289 1.126 0.784  C99 1.115
106 H 6.949 0.459 3.081  C100 1.066
107 H 5.321 1.167 3.355  C100 1.089
108 H 6.657 2.069 2.496  C100 1.084
109 H 7.285 0.139 -0.168  O101 1.012
110 C -0.939 6.092 2.976  C111 1.524, H114 1.103, H115 1.101, H116 1.097
111 C -1.679 5.501 1.782  C110 1.524, C112 1.549, O113 1.453, H117 1.112
112 C -0.731 4.526 1.040  C111 1.549, H118 1.098, H119 1.106, H120 1.097
113 O -2.881 4.782 2.170  C111 1.453, H121 0.960
114 H -0.079 6.650 2.567  C110 1.103
115 H -0.541 5.236 3.542  C110 1.101
116 H -1.587 6.807 3.498  C110 1.097
117 H -2.007 6.320 1.106  C111 1.112
118 H -0.238 3.806 1.707  C112 1.098
119 H 0.122 5.065 0.587  C112 1.106
120 H -1.199 4.002 0.196  C112 1.097
121 H -2.550 4.025 2.659  O113 0.960

- calculated total energy (eV) = -77719.28869
- orbital gap (eV) = 9.5



[2]
2 unconnected molecules or ions with the total composition C6H11NO at a distorted geometry, computed with the ωB97M-V functional and the def2-TZVPD basis.

Last columns: bonded neighbours and bond lengths (Å).
Element x y z (Å)
1 C -0.631 -0.764 -0.640  C2 1.506, O7 1.396, H10 1.085
2 C -1.026 -1.649 0.513  C1 1.506, H14 1.092, H15 1.095, H16 1.099
3 C 2.235 0.447 -0.385  C6 1.495, H17 1.095, H18 1.099, H19 1.090
4 C -0.719 1.190 0.067  C5 1.392, N8 1.253
5 C 0.268 1.335 1.037  C4 1.392, C6 1.384, H12 1.090
6 C 1.431 0.604 0.866  C3 1.495, C5 1.384, H13 1.091
7 O -1.612 -0.706 -1.631  C1 1.396, H9 0.969
8 N -1.797 1.724 -0.286  C4 1.253, H11 1.028
9 H -2.471 -0.591 -1.197  O7 0.969
10 H 0.297 -1.037 -1.131  C1 1.085
11 H -2.008 1.570 -1.280  N8 1.028
12 H 0.059 1.877 1.959  C5 1.090
13 H 1.994 0.382 1.774  C6 1.091
14 H -0.163 -1.876 1.141  C2 1.092
15 H -1.776 -1.159 1.143  C2 1.095
16 H -1.468 -2.590 0.159  C2 1.099
17 H 2.508 -0.598 -0.562  C3 1.095
18 H 3.164 1.025 -0.279  C3 1.099
19 H 1.714 0.815 -1.268  C3 1.090

- calculated total energy (eV) = -9934.15687
- orbital gap (eV) = 7.8
- ΔE to the lowest compared entry with this formula, charge and spin (kJ/mol) = 414.7



[3]
C17H12Cl2N2OS in the gas phase at a distorted geometry, computed with the ωB97M-V functional and the def2-TZVPD basis.

Last columns: bonded neighbours and bond lengths (Å).
Element x y z (Å)
1 O 2.073 -0.413 -2.463  C6 1.203
2 Cl -1.466 4.943 -3.168  C17 1.831
3 Cl 1.391 4.550 -1.618  C18 1.752
4 N -0.039 -1.675 1.554  C7 1.318, N20 1.344
5 S -1.564 1.994 1.789  C8 1.701, C12 1.716
6 C 1.908 -1.117 -1.502  O1 1.203, C11 1.397, C21 1.528
7 C 0.847 -1.926 0.611  N4 1.318, C11 1.469, C22 1.509
8 C -2.611 2.114 3.124  S5 1.701, C9 1.367, H24 1.093
9 C -2.808 0.835 3.562  C8 1.367, C10 1.494, H25 1.054
10 C -2.216 -0.263 2.738  C9 1.494, C12 1.329, H26 1.100
11 C 0.918 -0.996 -0.523  C6 1.397, C7 1.469, C13 1.316
12 C -1.435 0.283 1.811  S5 1.716, C10 1.329, N20 1.364
13 C -0.046 -0.182 -0.148  C11 1.316, C19 1.500, N20 1.441
14 C -2.038 2.320 -2.103  C15 1.391, C17 1.403, H27 1.067
15 C -1.683 1.150 -1.439  C14 1.391, C19 1.370, H28 1.099
16 C 0.479 2.043 -1.189  C18 1.422, C19 1.382, H29 1.098
17 C -1.114 3.351 -2.335  Cl2 1.831, C14 1.403, C18 1.403
18 C 0.154 3.315 -1.735  Cl3 1.752, C16 1.422, C17 1.403
19 C -0.384 0.974 -1.041  C13 1.500, C15 1.370, C16 1.382
20 N -0.669 -0.584 1.088  N4 1.344, C12 1.364, C13 1.441
21 C 2.880 -2.295 -1.439  C6 1.528, C23 1.492, H30 1.107, H31 1.078
22 C 1.895 -3.000 0.770  C7 1.509, C23 1.566, H32 1.059, H33 1.104
23 C 2.362 -3.454 -0.654  C21 1.492, C22 1.566, H34 1.117, H35 1.048
24 H -2.875 3.059 3.606  C8 1.093
25 H -3.428 0.506 4.348  C9 1.054
26 H -2.468 -1.331 2.796  C10 1.100
27 H -3.047 2.403 -2.439  C14 1.067
28 H -2.469 0.446 -1.136  C15 1.099
29 H 1.462 2.113 -0.706  C16 1.098
30 H 3.315 -2.557 -2.422  C21 1.107
31 H 3.704 -1.928 -0.848  C21 1.078
32 H 2.734 -2.718 1.350  C22 1.059
33 H 1.526 -3.886 1.314  C22 1.104
34 H 3.208 -4.167 -0.498  C23 1.117
35 H 1.506 -3.907 -1.054  C23 1.048

- calculated total energy (eV) = -58728.99919
- structure (SMILES) = O=C1CCCc2nn(-c3cccs3)c(-c3ccc(Cl)c(Cl)c3)c21
- orbital gap (eV) = 8.5
- ΔE to the lowest compared entry with this formula, charge and spin (kJ/mol) = 171.3



[4]
13 unconnected molecules or ions with the total composition C20H52N12O25S at a distorted geometry, computed with the ωB97M-V functional and the def2-TZVPD basis.

Last columns: bonded neighbours and bond lengths (Å).
Element x y z (Å)
1 C 2.508 -3.875 2.493  N2 1.448, H5 1.090, H6 1.090, H7 1.090
2 N 3.900 -3.764 2.111  C1 1.448, O3 1.228, O4 1.214
3 O 4.686 -3.080 2.761  N2 1.228
4 O 4.299 -4.478 1.214  N2 1.214
5 H 2.333 -3.336 3.425  C1 1.090
6 H 2.426 -4.962 2.511  C1 1.090
7 H 1.834 -3.401 1.780  C1 1.090
8 C -4.791 -3.041 -0.378  N9 1.499, H12 1.090, H13 1.090, H14 1.090
9 N -4.383 -2.026 -1.402  C8 1.499, O10 1.218, O11 1.205
10 O -3.536 -1.221 -1.059  N9 1.218
11 O -4.761 -2.135 -2.541  N9 1.205
12 H -5.511 -2.645 0.338  C8 1.090
13 H -3.919 -3.292 0.227  C8 1.090
14 H -5.186 -3.880 -0.950  C8 1.090
15 C 1.570 0.046 -4.333  N16 1.504, H19 1.090, H20 1.090, H21 1.090
16 N 2.491 -0.852 -5.112  C15 1.504, O17 1.242, O18 1.258
17 O 2.356 -2.066 -4.886  N16 1.242
18 O 3.310 -0.389 -5.946  N16 1.258
19 H 0.609 -0.467 -4.293  C15 1.090
20 H 1.552 0.969 -4.913  C15 1.090
21 H 2.070 0.226 -3.381  C15 1.090
22 C 2.058 3.760 -2.608  N23 1.439, H26 1.090, H27 1.090, H28 1.090
23 N 1.580 3.384 -1.305  C22 1.439, O24 1.245, O25 1.238
24 O 2.435 2.854 -0.571  N23 1.245
25 O 0.408 3.602 -0.968  N23 1.238
26 H 1.888 2.869 -3.212  C22 1.090
27 H 3.144 3.855 -2.616  C22 1.090
28 H 1.597 4.642 -3.055  C22 1.090
29 C 2.088 4.331 3.469  N30 1.552, H33 1.090, H34 1.090, H35 1.090
30 N 2.028 2.795 3.260  C29 1.552, O31 1.205, O32 1.239
31 O 3.082 2.374 2.855  N30 1.205
32 O 0.965 2.187 3.445  N30 1.239
33 H 2.365 4.885 2.572  C29 1.090
34 H 2.850 4.575 4.211  C29 1.090
35 H 1.047 4.508 3.736  C29 1.090
36 C -3.646 1.190 2.785  N37 1.487, H40 1.090, H41 1.090, H42 1.090
37 N -3.975 2.612 2.502  C36 1.487, O38 1.204, O39 1.215
38 O -3.959 3.324 3.474  N37 1.204
39 O -4.290 2.933 1.374  N37 1.215
40 H -2.569 1.112 2.638  C36 1.090
41 H -4.150 0.510 2.098  C36 1.090
42 H -3.956 0.935 3.798  C36 1.090
43 C -0.215 -1.077 5.753  N44 1.483, H47 1.090, H48 1.090, H49 1.090
44 N -1.242 -0.657 6.736  C43 1.483, O45 1.207, O46 1.212
45 O -1.454 -1.367 7.689  N44 1.207
46 O -1.977 0.245 6.396  N44 1.212
47 H -0.571 -1.900 5.133  C43 1.090
48 H 0.558 -1.582 6.334  C43 1.090
49 H 0.165 -0.334 5.052  C43 1.090
50 C -2.891 -3.934 3.283  N51 1.492, H54 1.090, H55 1.090, H56 1.090
51 N -3.535 -2.611 3.525  C50 1.492, O52 1.182, O53 1.248
52 O -2.818 -1.721 3.830  N51 1.182
53 O -4.773 -2.460 3.479  N51 1.248
54 H -2.678 -4.548 4.159  C50 1.090
55 H -1.942 -3.610 2.856  C50 1.090
56 H -3.507 -4.553 2.631  C50 1.090
57 C -1.895 5.840 -0.097  N58 1.441, H61 1.090, H62 1.090, H63 1.090
58 N -1.449 5.236 1.134  C57 1.441, O59 1.250, O60 1.183
59 O -1.373 5.899 2.191  N58 1.250
60 O -1.240 4.076 1.238  N58 1.183
61 H -2.560 5.094 -0.532  C57 1.090
62 H -1.026 6.063 -0.716  C57 1.090
63 H -2.506 6.723 0.089  C57 1.090
64 C 0.432 0.363 -0.222  C65 1.550, O70 1.422, H71 1.090, H72 1.090
65 C -0.870 0.871 0.449  C64 1.550, O66 1.406, H73 1.090, H74 1.090
66 O -1.666 -0.204 0.880  C65 1.406, S67 1.709
67 S -0.659 -1.579 1.000  O66 1.709, O68 1.463, O69 1.456, O70 1.684
68 O -1.371 -2.792 0.596  S67 1.463
69 O -0.027 -1.606 2.312  S67 1.456
70 O 0.426 -1.058 -0.178  C64 1.422, S67 1.684
71 H 1.373 0.699 0.213  C64 1.090
72 H 0.417 0.665 -1.269  C64 1.090
73 H -1.388 1.519 -0.257  C65 1.090
74 H -0.777 1.512 1.326  C65 1.090
75 C 4.583 0.798 -1.235  O76 1.224, N77 1.352, H80 1.101
76 O 4.393 0.873 -2.442  C75 1.224
77 N 4.008 -0.185 -0.507  C75 1.352, C78 1.444, C79 1.475
78 C 4.160 -0.250 0.927  N77 1.444, H81 1.090, H82 1.090, H83 1.090
79 C 3.405 -1.439 -0.997  N77 1.475, H84 1.090, H85 1.090, H86 1.090
80 H 5.227 1.472 -0.649  C75 1.101
81 H 4.881 -1.008 1.233  C78 1.090
82 H 3.192 -0.392 1.408  C78 1.090
83 H 4.601 0.642 1.372  C78 1.090
84 H 2.410 -1.623 -0.592  C79 1.090
85 H 3.217 -1.362 -2.068  C79 1.090
86 H 3.973 -2.355 -0.838  C79 1.090
87 C -1.597 2.792 -3.305  O88 1.255, N89 1.370, H92 1.101
88 O -0.841 1.811 -3.508  C87 1.255
89 N -2.231 3.431 -4.337  C87 1.370, C90 1.438, C91 1.503
90 C -3.206 4.450 -4.056  N89 1.438, H93 1.090, H94 1.090, H95 1.090
91 C -2.041 3.078 -5.786  N89 1.503, H96 1.090, H97 1.090, H98 1.090
92 H -1.763 3.334 -2.361  C87 1.101
93 H -2.864 5.299 -4.647  C90 1.090
94 H -3.458 4.871 -3.083  C90 1.090
95 H -4.156 4.090 -4.451  C90 1.090
96 H -1.625 2.073 -5.849  C91 1.090
97 H -3.050 2.965 -6.183  C91 1.090
98 H -1.612 3.822 -6.459  C91 1.090
99 C 0.691 -6.199 -2.099  O100 1.204, N101 1.335, H104 1.101
100 O 0.899 -7.157 -2.798  C99 1.204
101 N 1.517 -5.167 -1.913  C99 1.335, C102 1.388, C103 1.476
102 C 2.543 -4.767 -2.759  N101 1.388, H105 1.090, H106 1.090, H107 1.090
103 C 1.191 -4.300 -0.763  N101 1.476, H108 1.090, H109 1.090, H110 1.090
104 H -0.125 -6.231 -1.360  C99 1.101
105 H 2.731 -3.696 -2.694  C102 1.090
106 H 2.319 -4.855 -3.822  C102 1.090
107 H 3.466 -5.338 -2.659  C102 1.090
108 H 2.037 -4.292 -0.075  C103 1.090
109 H 0.911 -3.305 -1.107  C103 1.090
110 H 0.406 -4.660 -0.098  C103 1.090

- calculated total energy (eV) = -101458.36662
- orbital gap (eV) = 8.3